[1]
The following is a DFT calculation (ωB97M-V/def2-TZVPD) of one molecule with the formula C15H30N2O2.

Each line ends with the Löwdin charge.
Element x y z (Å)
C -0.6843 0.2038 -4.7820  -0.074
C -1.1866 1.3399 -3.8946  -0.417
C -0.7111 2.6898 -4.4294  -0.076
C -0.8533 1.1302 -2.4048  -0.120
C 0.5509 0.6218 -2.0601  -0.263
C 1.6843 1.6475 -2.2367  -0.201
O 2.8807 1.2042 -1.6478  -0.042
N 0.5886 0.0953 -0.6979  -0.026
C 0.2023 0.9434 0.4059  -0.116
C -1.0166 0.4272 1.1788  -0.161
N -0.6396 -0.5670 2.1607  -0.184
C -1.6769 -0.8260 3.1479  -0.192
C -1.0806 -1.2203 4.5056  -0.424
C -2.1984 -1.5424 5.4932  -0.082
C -0.1959 -0.0944 5.0310  -0.074
C -0.1555 -1.7863 1.5417  -0.170
C 1.2324 -1.6156 0.9168  -0.061
C 1.1978 -1.0966 -0.5040  -0.458
O 1.6762 -1.7387 -1.4267  0.045
H -1.1147 0.2934 -5.7769  0.078
H 0.3976 0.2341 -4.8816  0.078
H -0.9702 -0.7621 -4.3726  0.084
H -2.2824 1.3459 -3.9522  0.131
H -1.0988 2.8446 -5.4340  0.077
H 0.3721 2.7429 -4.4756  0.061
H -1.0684 3.5014 -3.7995  0.077
H -1.0515 2.0685 -1.8821  0.110
H -1.5497 0.3831 -2.0151  0.121
H 0.7812 -0.2469 -2.6871  0.132
H 1.4427 2.5948 -1.7468  0.126
H 1.8387 1.8388 -3.3071  0.111
H 3.0280 0.2863 -1.9114  0.087
H -0.0287 1.9278 0.0016  0.118
H 1.0351 1.0580 1.1066  0.134
H -1.4584 1.2725 1.7117  0.121
H -1.7648 0.0428 0.4612  0.127
H -2.3749 -1.6083 2.8055  0.128
H -2.2549 0.0905 3.2890  0.122
H -0.4625 -2.1144 4.3780  0.124
H -2.8373 -0.6739 5.6404  0.079
H -2.8132 -2.3624 5.1281  0.074
H -1.7822 -1.8283 6.4561  0.076
H 0.5559 0.1582 4.2888  0.066
H -0.7927 0.7921 5.2349  0.080
H 0.3013 -0.3943 5.9502  0.076
H -0.0823 -2.5454 2.3220  0.115
H -0.8604 -2.1603 0.7761  0.136
H 1.8281 -0.9508 1.5442  0.125
H 1.7306 -2.5853 0.8741  0.123

Summary:
Charge: 0
LUMO level in eV: 0.82
SMILES: CC(C)C[C@@H](CO)N1CCN(CC(C)C)CCC1=O
ΔE to the lowest compared entry with this formula, charge and spin in eV: 1.462
Molecular weight in g/mol: 270.42
Strongest force on any atom in hartree/bohr: 0.0087
Gap between HOMO and LUMO in eV: 9.60
Highest occupied orbital energy in eV: -8.79
Total energy in eV: -23117.5370

[2]
The following is a DFT calculation (ωB97M-V/def2-TZVPD) of an isolated ion of composition C4H11N2O and charge -1 in a non-equilibrium geometry.

Each line ends with the Löwdin charge.
Element x y z (Å)
C -0.3301 1.8701 0.1555  -0.093
C 0.2863 0.4698 0.0422  -0.429
C -0.4980 -0.5887 0.7817  -0.283
N -0.8357 -0.2428 2.1723  -0.003
N 0.5367 0.2023 -1.4217  -0.047
C 0.8331 -1.3051 -1.7288  -0.587
O 1.9255 -1.8253 -1.2244  -0.323
H -0.2995 2.4364 -0.7811  0.053
H -1.3954 1.8250 0.3998  0.055
H 0.1448 2.5370 0.8809  0.054
H 1.2913 0.3805 0.4908  0.127
H 0.1892 -1.4398 0.7712  0.103
H -1.3891 -0.9009 0.2337  0.103
H -0.7422 -1.0326 2.7783  0.041
H -1.7894 0.0452 2.2160  0.037
H 1.4338 0.6445 -1.5717  0.066
H 0.7399 -1.2829 -2.8417  0.064
H -0.1012 -1.7928 -1.3529  0.060

Summary:
Charge: -1
LUMO level in eV: 3.89
SMILES: C[C@@H](CN)NC[O-]
ΔE to the lowest compared entry with this formula, charge and spin in eV: 1.230
Molecular weight in g/mol: 103.14
Strongest force on any atom in hartree/bohr: 0.0309
Gap between HOMO and LUMO in eV: 6.41
Highest occupied orbital energy in eV: -2.52
Total energy in eV: -9353.2601

[3]
The following is a DFT calculation (ωB97M-V/def2-TZVPD) of an isolated ion of composition C4H8NO2 and charge -1 in a non-equilibrium geometry.

Each line ends with the Löwdin charge.
Element x y z (Å)
N 1.2264 -0.4550 -1.8750  0.129
C -0.1275 -0.7016 -1.5744  -0.524
O -0.8181 -1.1356 -2.4799  -0.002
C -0.5781 -0.3053 -0.1834  -0.189
C 0.4081 0.2711 0.7502  -0.228
C -0.4249 0.7532 2.1658  -0.553
O 0.1996 1.5724 2.9613  -0.335
H 1.7822 -0.9193 -2.5666  0.081
H 1.7747 -0.1211 -1.0984  0.056
H -0.9803 -1.2755 0.1369  0.129
H -1.3825 0.4224 -0.3445  0.120
H 0.8820 1.2360 0.5616  0.091
H 1.2134 -0.4324 1.0060  0.091
H -0.6128 -0.2692 2.5747  0.066
H -1.3592 1.1777 1.7103  0.070

Summary:
Charge: -1
LUMO level in eV: 3.72
SMILES: NC(=O)CCC[O-]
ΔE to the lowest compared entry with this formula, charge and spin in eV: 2.179
Molecular weight in g/mol: 102.11
Strongest force on any atom in hartree/bohr: 0.0547
Gap between HOMO and LUMO in eV: 6.29
Highest occupied orbital energy in eV: -2.57
Total energy in eV: -9862.6076

[4]
The following is a DFT calculation (ωB97M-V/def2-TZVPD) of C38H35F6N3O6PdS4 as an isolated structure.

Each line ends with the Löwdin charge.
Element x y z (Å)
Pd -0.5166 -0.2113 0.5300  0.769
F 0.3918 0.9868 -4.4338  0.177
C -0.2678 0.0053 -3.8473  -0.681
F -0.4841 -0.9732 -4.7104  0.165
F -1.4569 0.4745 -3.4235  0.112
S 0.7191 -0.5911 -2.4080  0.614
O 0.7797 0.5359 -1.4984  -0.331
O 1.9282 -1.1230 -2.9394  -0.232
N -0.3320 -1.6618 -1.8630  -0.319
S 0.0161 -2.7356 -0.7727  0.568
O -1.2271 -3.2038 -0.2221  -0.290
O 1.0189 -2.2503 0.1610  -0.320
C 0.7815 -4.2011 -1.5981  -0.685
F 1.9752 -3.8934 -2.0700  0.170
F -0.0080 -4.5987 -2.5870  0.162
F 0.8907 -5.1668 -0.6964  0.166
C 7.2081 0.8724 -2.0630  -0.032
C 5.9552 0.8289 -1.2392  -0.239
C 5.1323 -0.2952 -1.2471  -0.006
C 3.9778 -0.3382 -0.4848  -0.062
C 3.6619 0.7575 0.3068  -0.394
C 4.4572 1.8977 0.3338  -0.055
C 5.5982 1.9218 -0.4435  -0.011
S 2.1728 0.6594 1.2287  1.059
O 1.7785 2.1399 1.4959  -0.467
C 2.6108 0.1423 2.8670  -0.278
C 3.9091 0.3373 3.3767  -0.026
C 4.1391 0.1419 4.7035  0.015
C 3.0812 -0.2022 5.5787  -0.137
C 3.3123 -0.3389 6.9690  -0.010
C 2.2903 -0.6402 7.8199  -0.045
C 0.9848 -0.8174 7.3156  -0.043
C 0.7328 -0.7130 5.9776  -0.017
C 1.7760 -0.4091 5.0643  -0.116
C 1.5577 -0.2749 3.6533  -0.149
C 0.1910 -0.6729 3.1738  -0.156
C -0.1657 -2.0531 3.3160  -0.132
C 0.8251 -3.0482 3.4970  0.004
C 0.4696 -4.3597 3.6273  -0.027
C -0.8877 -4.7394 3.6098  -0.032
C -1.8655 -3.8007 3.4417  -0.012
C -1.5302 -2.4397 3.2765  -0.151
C -2.5348 -1.4589 3.0736  -0.003
C -2.2055 -0.1656 2.8175  -0.065
C -0.8294 0.2173 2.8392  -0.367
S -0.4743 1.8800 2.3124  1.071
O -1.3009 2.0709 1.1031  -0.393
C -0.9017 3.0009 3.5815  -0.346
C -0.3180 2.8313 4.8328  -0.035
C -0.6234 3.7427 5.8237  -0.006
C -1.4765 4.8214 5.5755  -0.234
C -1.7689 5.8235 6.6509  -0.028
C -2.0281 4.9675 4.3008  -0.007
C -1.7424 4.0693 3.2895  -0.035
H 7.1927 0.1212 -2.8500  0.084
H 8.0796 0.6813 -1.4337  0.096
H 7.3434 1.8521 -2.5197  0.089
H 5.3839 -1.1396 -1.8755  0.127
H 3.3298 -1.2051 -0.5159  0.099
H 4.1705 2.7512 0.9340  0.121
H 6.2230 2.8059 -0.4443  0.126
H 4.7041 0.6323 2.7058  0.116
H 5.1339 0.2695 5.1109  0.130
H 4.3179 -0.1922 7.3422  0.124
H 2.4734 -0.7397 8.8810  0.117
H 0.1753 -1.0412 7.9976  0.115
H -0.2791 -0.8561 5.6215  0.120
H 1.8688 -2.7651 3.5089  0.132
H 1.2341 -5.1154 3.7466  0.120
H -1.1509 -5.7818 3.7281  0.119
H -2.9093 -4.0873 3.4238  0.122
H -3.5739 -1.7621 3.0966  0.127
H -2.9525 0.5813 2.5847  0.124
H 0.3551 2.0049 5.0324  0.110
H -0.1901 3.6216 6.8082  0.127
H -1.6607 5.3872 7.6420  0.087
H -2.7758 6.2258 6.5530  0.089
H -1.0717 6.6611 6.5789  0.101
H -2.6902 5.8001 4.1008  0.128
H -2.1592 4.1817 2.2978  0.120
N -6.3021 -1.6990 -2.6840  0.195
C -4.8098 -1.6141 -2.4204  -0.123
C -4.5255 -0.9277 -1.0829  -0.262
N -3.1092 -0.8088 -0.8309  0.020
H -6.4988 -2.1500 -3.5799  0.176
H -6.7255 -0.7688 -2.7051  0.174
H -6.7757 -2.2371 -1.9553  0.174
H -4.3801 -1.0623 -3.2549  0.136
H -4.4313 -2.6347 -2.4380  0.140
H -4.9869 -1.4997 -0.2726  0.124
H -4.9815 0.0672 -1.0765  0.125
H -2.6418 -0.3060 -1.5766  0.049
H -2.6562 -1.7152 -0.7507  0.027

Summary:
Charge: +2
LUMO level (spin up / spin down) in eV: -5.06 / -7.29
2S+1: 3
ΔE to the lowest compared entry with this formula, charge and spin in eV: 2.836
Molecular weight in g/mol: 978.39
Strongest force on any atom in hartree/bohr: 0.0108
Gap between HOMO and LUMO (spin up / spin down) in eV: 7.81 / 5.56
Highest occupied orbital energy (spin up / spin down) in eV: -12.87 / -12.84
Total energy in eV: -119837.3871